No. 1
DFT (the ωB97M-V functional and the def2-TZVPD basis) results for the ion C6H11N2 with charge +1 at a distorted geometry.

The geometry in XYZ format:
```
19
Properties=species:S:1:pos:R:3:mulliken_charge:R:1
C 0.377 2.481 0.039 -0.98
C -1.844 0.065 -1.685 -1.27
C -0.633 1.870 -0.621 -0.29
C -0.836 0.397 -0.893 0.77
C -0.043 -0.680 -0.174 0.90
C 1.117 -1.314 1.953 -0.95
N 0.237 -1.799 -0.774 -0.37
N 0.324 -0.424 1.104 -0.12
H 0.431 3.588 0.242 0.25
H 1.179 1.894 0.308 0.44
H -1.947 -0.954 -1.776 0.37
H -2.449 0.782 -2.198 0.33
H -1.386 2.527 -1.187 0.18
H 0.602 -2.260 2.215 0.35
H 1.485 -0.734 2.850 0.33
H 2.011 -1.705 1.347 0.33
H 0.107 -1.976 -1.736 0.26
H 1.001 -2.329 -0.246 0.23
H 0.264 0.569 1.233 0.23
```

Computed properties:
Calculated total energy   -9372.70829 eV
Net charge   +1
E_HOMO   -13.388 eV
HOMO-LUMO gap   9.471 eV
LUMO level   -3.92 eV



No. 2
DFT (the ωB97M-V functional and the def2-TZVPD basis) results for the molecule C4H8N2 at a distorted geometry.

The geometry in XYZ format:
```
14
Properties=species:S:1:pos:R:3:mulliken_charge:R:1
C 1.453 0.173 0.020 -0.55
C -0.682 0.803 0.916 -0.19
C -1.398 -0.156 0.051 -0.47
C 0.734 -1.001 -0.672 -0.48
H 2.295 0.427 -0.597 0.25
H 2.061 0.084 0.900 0.29
H 0.246 1.355 -0.876 0.28
H -0.305 0.158 1.774 0.18
H -1.497 1.585 1.343 0.23
H -2.476 -0.481 0.257 0.24
H -1.352 -1.494 -1.263 0.29
H 1.129 -1.722 -1.300 0.49
N 0.452 1.302 0.110 -0.49
N -0.658 -1.034 -0.661 -0.06
```

Computed properties:
Calculated total energy   -7254.12069 eV
E_HOMO   -6.439 eV
HOMO-LUMO gap   7.388 eV
LUMO level   0.95 eV



No. 3
DFT (the ωB97M-V functional and the def2-TZVPD basis) results for a cluster of 2 separate species, C3H5NO in total at a distorted geometry.

The geometry in XYZ format:
```
10
Properties=species:S:1:pos:R:3:mulliken_charge:R:1
O -1.995 -0.410 0.888 -0.54
C -0.898 -0.242 0.454 0.40
C -0.159 -0.702 -0.839 -0.27
N 0.993 -0.007 -0.275 -0.16
C 0.337 0.545 0.844 -0.42
H -0.074 -1.788 -0.995 0.24
H -0.557 -0.240 -1.758 0.20
H 1.962 -0.094 -0.512 0.18
H 0.547 1.372 1.520 0.31
H -0.211 1.902 0.726 0.06
```

Computed properties:
Calculated total energy   -6725.33650 eV
E_HOMO   -8.337 eV
HOMO-LUMO gap   8.942 eV
LUMO level   0.61 eV



No. 4
DFT (the ωB97M-V functional and the def2-TZVPD basis) results for a cluster of 11 separate species, C42H103N5O11 in total at a distorted geometry.

The geometry in XYZ format:
```
161
Properties=species:S:1:pos:R:3:mulliken_charge:R:1
C 0.157 2.319 -1.972 -0.92
C -0.092 2.231 -0.467 1.09
C -1.606 2.244 -0.245 0.07
C -2.041 1.742 1.132 0.52
C -1.408 0.396 1.406 -0.34
C 0.113 0.436 1.321 2.14
N 0.452 0.971 0.012 1.90
O 1.826 0.862 -0.274 -0.30
C 0.683 1.208 2.520 -1.37
C 0.596 -1.013 1.398 -0.50
C 0.533 3.472 0.186 -0.52
H 1.187 2.614 -2.204 0.23
H -0.473 3.096 -2.407 0.41
H 0.019 1.341 -2.434 -0.54
H -1.977 3.269 -0.325 0.09
H -2.111 1.697 -1.047 -0.77
H -3.127 1.675 1.188 -0.28
H -1.737 2.482 1.877 -0.97
H -1.845 -0.374 0.757 -0.76
H -1.698 0.041 2.404 0.71
H 0.608 2.283 2.383 0.29
H 0.116 1.036 3.437 0.41
H 1.720 0.944 2.729 -0.77
H 0.291 -1.600 0.533 -0.83
H 1.678 -1.082 1.543 -0.17
H 0.200 -1.463 2.317 0.63
H 0.495 4.370 -0.437 -0.36
H 1.594 3.372 0.444 -0.04
H 0.063 3.777 1.126 0.21
H 2.313 1.556 0.206 -0.11
C -0.673 -1.829 -6.670 -2.15
C -1.574 -1.454 -5.508 1.82
C -3.015 -1.355 -6.015 -1.31
C -4.082 -1.410 -4.933 0.18
C -3.880 -2.706 -4.156 -1.38
C -2.504 -2.853 -3.509 2.43
N -1.502 -2.551 -4.529 0.26
O -0.189 -2.774 -4.079 -0.54
C -2.406 -1.977 -2.257 -0.45
C -2.307 -4.315 -3.119 -2.47
C -1.107 -0.123 -4.922 -1.29
H 0.360 -1.965 -6.350 0.32
H -0.674 -1.012 -7.403 0.40
H -0.967 -2.739 -7.192 0.45
H -3.171 -0.444 -6.605 0.45
H -3.141 -2.167 -6.738 0.34
H -5.064 -1.478 -5.407 0.51
H -4.085 -0.536 -4.282 -0.25
H -4.064 -3.540 -4.839 0.33
H -4.641 -2.802 -3.371 0.29
H -1.449 -2.077 -1.733 -0.11
H -2.513 -0.910 -2.464 -0.79
H -3.161 -2.243 -1.511 0.67
H -3.094 -4.662 -2.442 0.40
H -2.331 -4.957 -4.001 0.50
H -1.338 -4.482 -2.653 0.35
H -1.608 0.139 -3.988 -0.16
H -1.359 0.707 -5.591 0.62
H -0.034 -0.118 -4.728 0.31
H 0.006 -2.092 -3.410 0.31
C 6.203 -5.447 3.470 -1.89
C 5.341 -4.231 3.106 1.77
C 4.592 -4.563 1.810 -2.04
C 3.339 -3.759 1.492 0.79
C 2.425 -3.720 2.698 -0.87
C 3.126 -3.243 3.982 2.06
N 4.382 -3.983 4.166 0.21
O 5.058 -3.553 5.332 -0.51
C 3.338 -1.728 3.902 -1.40
C 2.205 -3.587 5.145 -2.06
C 6.279 -3.041 2.845 -1.50
H 5.656 -6.378 3.334 0.39
H 6.466 -5.384 4.529 0.39
H 7.142 -5.426 2.919 0.39
H 5.280 -4.517 0.963 0.42
H 4.303 -5.622 1.824 0.46
H 2.820 -4.209 0.646 0.56
H 3.641 -2.753 1.182 -0.33
H 2.074 -4.743 2.890 0.73
H 1.524 -3.113 2.585 -0.71
H 2.391 -1.177 3.936 0.35
H 3.906 -1.394 4.774 0.40
H 3.835 -1.402 2.991 -0.04
H 1.313 -2.954 5.115 0.29
H 1.866 -4.624 5.109 0.48
H 2.636 -3.437 6.138 0.47
H 7.035 -2.921 3.621 0.39
H 5.717 -2.118 2.711 0.15
H 6.821 -3.151 1.900 0.42
H 4.710 -4.114 6.031 0.38
C -5.309 -0.510 0.198 0.60
O -5.275 0.279 -0.733 -0.74
N -5.413 -1.864 0.014 -0.38
N -5.222 -0.097 1.501 -0.34
H -5.723 -2.207 -0.877 0.23
H -5.517 -2.442 0.828 0.14
H -5.176 0.888 1.679 0.20
H -5.051 -0.761 2.233 0.16
C -3.403 3.323 -3.812 -1.26
C -4.193 2.166 -3.249 0.70
O -4.774 2.547 -2.023 -0.57
H -2.860 2.997 -4.702 0.34
H -2.694 3.704 -3.076 0.12
H -4.058 4.152 -4.088 0.37
H -3.520 1.307 -3.079 -0.61
H -4.934 1.791 -3.969 0.53
H -5.163 1.755 -1.615 0.61
C 2.832 -2.232 -1.549 -0.52
C 2.250 -1.374 -2.659 -0.74
O 0.921 -0.975 -2.280 0.61
H 3.820 -2.622 -1.806 0.50
H 2.156 -3.052 -1.313 0.11
H 2.976 -1.595 -0.674 -0.17
H 2.210 -1.912 -3.604 0.49
H 2.847 -0.463 -2.769 0.40
H 1.059 -0.432 -1.493 -0.38
C -1.927 2.928 4.868 -0.47
C -2.238 3.786 6.078 -0.46
O -1.221 4.776 6.194 -0.53
H -0.943 2.465 4.957 0.17
H -1.909 3.516 3.948 -0.05
H -2.682 2.148 4.751 0.38
H -2.261 3.143 6.965 0.30
H -3.221 4.242 5.925 0.34
H -1.494 5.416 6.856 0.31
C -0.935 -4.309 0.338 -0.53
C -1.505 -3.712 1.594 0.70
O -2.808 -4.310 1.815 -0.63
H -0.874 -5.393 0.442 0.62
H 0.005 -3.811 0.101 -0.05
H -1.622 -4.149 -0.490 -0.25
H -1.631 -2.633 1.482 -0.39
H -0.906 -3.966 2.472 0.22
H -3.323 -3.737 2.389 0.33
C 4.637 1.641 2.249 -0.55
C 5.027 2.705 1.264 -0.49
O 4.084 2.674 0.198 -0.33
H 4.545 0.682 1.733 -0.06
H 3.654 1.860 2.676 0.06
H 5.317 1.509 3.089 0.52
H 6.038 2.504 0.881 0.38
H 5.103 3.702 1.713 0.35
H 4.318 3.367 -0.429 0.20
C 2.186 5.938 -3.555 -1.11
C 1.832 6.496 -2.207 0.12
O 2.789 6.017 -1.236 -0.54
H 2.002 4.865 -3.624 0.21
H 3.214 6.158 -3.838 0.32
H 1.527 6.390 -4.304 0.34
H 0.832 6.185 -1.890 0.04
H 1.876 7.589 -2.197 0.36
H 2.378 6.020 -0.368 0.30
C -4.000 5.639 0.388 -0.97
C -2.676 5.502 1.121 0.96
O -2.634 6.389 2.251 -0.55
H -4.054 4.957 -0.466 0.14
H -4.078 6.651 -0.022 0.33
H -4.843 5.483 1.056 0.28
H -1.827 5.672 0.452 -0.03
H -2.569 4.497 1.528 -0.36
H -2.359 7.249 1.923 0.33
```

Computed properties:
Calculated total energy   -75194.80675 eV
E_HOMO   -7.598 eV
HOMO-LUMO gap   7.581 eV
LUMO level   -0.02 eV



No. 5
DFT (the ωB97M-V functional and the def2-TZVPD basis) results for the molecule C3H7PSi at a distorted geometry.

The geometry in XYZ format:
```
12
Properties=species:S:1:pos:R:3:mulliken_charge:R:1
C -1.322 -0.568 -0.059 0.96
C -0.117 -0.659 0.091 -0.45
C -2.671 -0.255 -0.204 -1.16
Si 2.440 0.712 -0.138 0.40
P 1.472 -1.330 0.407 -0.23
H -2.753 0.827 -0.599 0.26
H -3.178 -0.924 -1.002 0.26
H -3.134 -0.315 0.768 0.28
H 3.797 0.239 -0.421 -0.12
H 1.587 1.194 -1.159 -0.11
H 2.356 1.939 0.630 -0.11
H 1.524 -0.860 1.689 0.02
```

Computed properties:
Calculated total energy   -20387.65168 eV
E_HOMO   -8.691 eV
HOMO-LUMO gap   9.607 eV
LUMO level   0.92 eV



No. 6
DFT (the ωB97M-V functional and the def2-TZVPD basis) results for the molecule C4H4O3S at a distorted geometry.

The geometry in XYZ format:
```
12
Properties=species:S:1:pos:R:3:mulliken_charge:R:1
C -0.650 0.702 0.383 0.04
C 0.706 0.760 0.476 -0.77
C -2.786 -0.467 0.079 0.58
C -1.473 -0.527 0.044 -0.45
O -3.969 -0.413 0.096 -0.38
O 3.012 0.335 -0.729 -0.46
O 1.290 -1.709 -0.095 -0.55
S 2.078 -0.546 0.360 0.56
H -1.310 1.513 0.598 0.38
H 1.217 1.601 0.878 0.33
H 2.788 0.111 -1.650 0.34
H -0.902 -1.361 -0.440 0.37
```

Computed properties:
Calculated total energy   -21187.41539 eV
E_HOMO   -8.881 eV
HOMO-LUMO gap   9.081 eV
LUMO level   0.20 eV